#i
ORCA calculation (ωB97M-V/def2-TZVPD) on a cluster of 5 separate species, C5H20NO5 in total.

Calculated values
HOMO level = -4.80 eV
total charge = -1

Bonds (Å) are listed after each position.
Cartesian coordinates (Å):
1 O 3.56 -1.40 -0.99  H16 1.029, H19 0.967
2 O 0.07 -2.63 0.72  H20 1.022, H27 0.966
3 O 1.33 -0.50 -0.13  C8 1.413
4 O -0.45 -0.11 -2.18  H13 0.967, H29 0.966
5 O 2.70 0.85 -2.44  H23 0.951, H30 0.970
6 N -1.34 1.14 0.58  C7 1.466, C9 1.444, H31 1.002
7 C -2.71 1.09 0.05  N6 1.466, C10 1.551, H18 1.093, H24 1.088
8 C 1.38 0.62 0.73  O3 1.413, C11 1.557, H15 1.103, H21 1.105
9 C -1.01 0.71 1.91  N6 1.444, C11 1.560, H12 1.103, H26 1.092
10 C -2.92 -0.32 -0.57  C7 1.551, H14 1.098, H22 1.082, H28 1.073
11 C 0.53 0.47 2.03  C8 1.557, C9 1.560, H17 1.087, H25 1.095
12 H -1.52 -0.24 2.14  C9 1.103
13 H 0.33 0.45 -2.22  O4 0.967
14 H -3.31 -0.96 0.23  C10 1.098
15 H 2.45 0.75 0.97  C8 1.103
16 H 2.72 -1.07 -0.50  O1 1.029
17 H 0.94 0.95 2.91  C11 1.087
18 H -2.64 1.85 -0.73  C7 1.093
19 H 3.06 -1.87 -1.68  O1 0.967
20 H 0.72 -1.92 0.38  O2 1.022
21 H 1.18 1.48 0.07  C8 1.105
22 H -3.40 -0.40 -1.53  C10 1.082
23 H 2.61 1.12 -1.53  O5 0.951
24 H -3.51 1.26 0.76  C7 1.088
25 H 0.73 -0.59 2.17  C11 1.095
26 H -1.27 1.50 2.62  C9 1.092
27 H -0.68 -2.03 0.67  O2 0.966
28 H -1.91 -0.69 -0.62  C10 1.073
29 H -0.30 -0.53 -1.32  O4 0.966
30 H 3.34 0.13 -2.38  O5 0.970
31 H -0.68 0.87 -0.12  N6 1.002

Per-atom Mulliken charges, elementary charge units: atom 1 (O): -0.85, atom 2 (O): -0.80, atom 3 (O): -0.94, atom 4 (O): -0.68, atom 5 (O): -0.68, atom 6 (N): -0.21, atom 7 (C): -0.45, atom 8 (C): -0.73, atom 9 (C): -0.43, atom 10 (C): -0.71, atom 11 (C): -0.89, atom 12 (H): 0.23, atom 13 (H): 0.39, atom 14 (H): 0.28, atom 15 (H): 0.28, atom 16 (H): 0.47, atom 17 (H): 0.53, atom 18 (H): 0.35, atom 19 (H): 0.29, atom 20 (H): 0.40, atom 21 (H): 0.61, atom 22 (H): 0.32, atom 23 (H): 0.32, atom 24 (H): 0.37, atom 25 (H): 0.26, atom 26 (H): 0.33, atom 27 (H): 0.36, atom 28 (H): 0.06, atom 29 (H): 0.26, atom 30 (H): 0.36, atom 31 (H): -0.08



#ii
ORCA calculation (ωB97M-V/def2-TZVPD) on a cluster of 5 separate species, C5H20NO5 in total.

Calculated values
HOMO level = -5.55 eV
total charge = -1

Bonds (Å) are listed after each position.
Cartesian coordinates (Å):
1 O -1.50 1.02 1.21  C7 1.391, H21 1.081
2 O -2.86 -2.16 1.08  H22 0.967, H25 0.955
3 O -0.95 -1.90 -2.37  H12 0.860, H17 1.010
4 O 0.49 3.01 -2.27  H13 0.965, H30 0.967
5 O -2.28 -0.30 -0.70  H16 0.839
6 N 0.65 0.49 -0.55  C10 1.504, C11 1.534, H18 0.953
7 C -0.39 1.84 1.36  O1 1.391, C11 1.570, H24 1.221, H26 1.102
8 C 0.95 -2.10 -0.06  C10 1.462, H20 1.075, H23 1.165, H31 1.015
9 C 1.96 0.61 1.61  C11 1.501, H14 1.124, H15 1.157, H29 1.076
10 C 1.33 -0.84 -0.70  N6 1.504, C8 1.462, H19 1.189, H28 1.164
11 C 0.93 1.26 0.74  N6 1.534, C7 1.570, C9 1.501, H27 1.146
12 H -0.16 -1.63 -2.16  O3 0.860
13 H -0.01 3.30 -1.50  O4 0.965
14 H 2.27 1.39 2.37  C9 1.124
15 H 1.47 -0.36 2.01  C9 1.157
16 H -3.09 -0.29 -0.89  O5 0.839
17 H -1.61 -1.33 -1.86  O3 1.010
18 H -0.29 0.33 -0.66  N6 0.953
19 H 1.39 -0.86 -1.89  C10 1.189
20 H 1.71 -2.78 0.26  C8 1.075
21 H -1.87 0.58 0.29  O1 1.081
22 H -2.71 -1.50 1.77  O2 0.967
23 H 0.20 -1.85 0.81  C8 1.165
24 H -0.19 2.06 2.55  C7 1.221
25 H -2.46 -1.72 0.34  O2 0.955
26 H -0.75 2.80 0.94  C7 1.102
27 H 1.52 2.17 0.35  C11 1.146
28 H 2.45 -0.61 -0.47  C10 1.164
29 H 2.70 0.00 1.13  C9 1.076
30 H 0.76 2.09 -2.13  O4 0.967
31 H 0.33 -2.70 -0.60  C8 1.015

Per-atom Mulliken charges, elementary charge units: atom 1 (O): -0.59, atom 2 (O): -0.72, atom 3 (O): -0.75, atom 4 (O): -0.69, atom 5 (O): -1.07, atom 6 (N): -0.35, atom 7 (C): -0.37, atom 8 (C): -1.09, atom 9 (C): -1.43, atom 10 (C): -1.47, atom 11 (C): 0.60, atom 12 (H): 0.31, atom 13 (H): 0.29, atom 14 (H): 0.39, atom 15 (H): 0.24, atom 16 (H): 0.12, atom 17 (H): 0.39, atom 18 (H): 0.64, atom 19 (H): 0.65, atom 20 (H): 0.31, atom 21 (H): 0.33, atom 22 (H): 0.30, atom 23 (H): 0.26, atom 24 (H): 0.18, atom 25 (H): 0.46, atom 26 (H): 0.22, atom 27 (H): 0.07, atom 28 (H): 0.49, atom 29 (H): 0.36, atom 30 (H): 0.42, atom 31 (H): 0.48



Most stable: #i. Least stable: #ii.



#i
ORCA calculation (ωB97M-V/def2-TZVPD) on an isolated molecule of C8H14N2O3.

Calculated values
HOMO level = -9.42 eV
structure (SMILES) = C[C@H](NC(=O)[C@@H]1CCCN1)C(=O)O

Bonds (Å) are listed after each position.
Cartesian coordinates (Å):
1 O -1.90 -1.56 -1.30  C11 1.266, H23 1.017
2 O 0.57 2.14 -1.57  C9 1.226
3 O -3.62 -1.63 0.04  C11 1.177
4 N 1.11 -0.79 -0.82  C7 1.513, C8 1.432, H24 1.047
5 N -1.26 1.06 -0.70  C9 1.401, C13 1.539, H25 1.043
6 C -3.26 1.13 0.88  C13 1.519, H15 1.181, H18 1.057, H26 1.108
7 C 2.47 -1.42 -0.59  N4 1.513, C12 1.488, H14 1.117, H16 1.313
8 C 0.92 0.32 0.07  N4 1.432, C9 1.572, C10 1.605, H19 1.205
9 C 0.10 1.40 -0.71  O2 1.226, N5 1.401, C8 1.572
10 C 2.29 0.46 0.90  C8 1.605, C12 1.551, H20 1.113, H22 1.170
11 C -2.65 -1.11 -0.38  O1 1.266, O3 1.177, C13 1.628
12 C 3.07 -0.85 0.65  C7 1.488, C10 1.551, H17 1.140, H27 1.138
13 C -2.14 0.28 0.29  N5 1.539, C6 1.519, C11 1.628, H21 1.218
14 H 2.31 -2.52 -0.64  C7 1.117
15 H -3.31 1.99 0.08  C6 1.181
16 H 3.16 -1.00 -1.62  C7 1.313
17 H 4.20 -0.75 0.55  C12 1.140
18 H -4.22 0.71 0.92  C6 1.057
19 H 0.05 -0.02 0.83  C8 1.205
20 H 2.01 0.71 1.95  C10 1.113
21 H -1.43 -0.16 1.18  C13 1.218
22 H 2.79 1.47 0.58  C10 1.170
23 H -0.98 -1.22 -1.03  O1 1.017
24 H 1.25 -0.37 -1.77  N4 1.047
25 H -1.77 1.86 -1.14  N5 1.043
26 H -2.88 1.48 1.86  C6 1.108
27 H 3.12 -1.63 1.48  C12 1.138

Per-atom Mulliken charges, elementary charge units: atom 1 (O): -0.49, atom 2 (O): -0.62, atom 3 (O): -0.55, atom 4 (N): -0.53, atom 5 (N): -0.25, atom 6 (C): -1.08, atom 7 (C): -0.58, atom 8 (C): 1.05, atom 9 (C): 0.09, atom 10 (C): -0.77, atom 11 (C): 0.50, atom 12 (C): -0.47, atom 13 (C): 0.52, atom 14 (H): 0.34, atom 15 (H): 0.20, atom 16 (H): 0.19, atom 17 (H): 0.29, atom 18 (H): 0.36, atom 19 (H): -0.47, atom 20 (H): 0.36, atom 21 (H): 0.11, atom 22 (H): 0.27, atom 23 (H): 0.46, atom 24 (H): 0.28, atom 25 (H): 0.27, atom 26 (H): 0.27, atom 27 (H): 0.26



#ii
ORCA calculation (ωB97M-V/def2-TZVPD) on an isolated molecule of C8H14N2O3.

Calculated values
HOMO level = -9.15 eV

Bonds (Å) are listed after each position.
Cartesian coordinates (Å):
1 O 0.63 0.93 -1.99  N4 1.409, H23 0.968
2 O 2.76 0.19 -1.46  N4 1.291
3 O 1.62 -0.86 2.17  C13 1.213
4 N 1.51 0.23 -1.14  O1 1.409, O2 1.291, C8 1.269
5 N 2.48 -2.01 0.46  C13 1.339, H18 1.005, H25 1.025
6 C -0.97 1.31 -0.04  C9 1.357, C11 1.521, C12 1.510
7 C -1.21 -1.10 -1.09  C12 1.565, H14 1.113, H26 1.129, H27 1.060
8 C 1.00 -0.31 -0.11  N4 1.269, C12 1.611, C13 1.489
9 C -1.87 1.94 -0.82  C6 1.357, H21 1.092, H24 1.045
10 C -1.04 -0.89 1.29  C12 1.547, H16 1.042, H17 1.182, H19 1.040
11 C -0.29 2.08 1.08  C6 1.521, H15 1.055, H20 1.119, H22 1.187
12 C -0.60 -0.16 0.00  C6 1.510, C7 1.565, C8 1.611, C10 1.547
13 C 1.74 -1.01 0.97  O3 1.213, N5 1.339, C8 1.489
14 H -1.03 -0.71 -2.11  C7 1.113
15 H -0.92 2.28 1.90  C11 1.055
16 H -0.57 -0.54 2.15  C10 1.042
17 H -0.64 -1.99 1.15  C10 1.182
18 H 3.06 -2.52 1.10  N5 1.005
19 H -2.05 -0.77 1.51  C10 1.040
20 H 0.57 1.45 1.43  C11 1.119
21 H -2.34 2.91 -0.62  C9 1.092
22 H -0.03 3.20 0.79  C11 1.187
23 H 1.09 0.78 -2.83  O1 0.968
24 H -2.53 1.31 -1.34  C9 1.045
25 H 2.44 -2.31 -0.52  N5 1.025
26 H -0.60 -2.05 -0.98  C7 1.129
27 H -2.22 -1.40 -0.96  C7 1.060

Per-atom Mulliken charges, elementary charge units: atom 1 (O): -0.41, atom 2 (O): -0.77, atom 3 (O): -0.61, atom 4 (N): 0.81, atom 5 (N): -0.33, atom 6 (C): 0.83, atom 7 (C): -1.77, atom 8 (C): -0.22, atom 9 (C): -1.38, atom 10 (C): -1.92, atom 11 (C): -1.39, atom 12 (C): 1.70, atom 13 (C): 0.34, atom 14 (H): 0.33, atom 15 (H): 0.40, atom 16 (H): 0.53, atom 17 (H): 0.34, atom 18 (H): 0.27, atom 19 (H): 0.47, atom 20 (H): 0.30, atom 21 (H): 0.37, atom 22 (H): 0.33, atom 23 (H): 0.38, atom 24 (H): 0.30, atom 25 (H): 0.21, atom 26 (H): 0.45, atom 27 (H): 0.46



Most stable: #i. Least stable: #ii.



#i
ORCA calculation (ωB97M-V/def2-TZVPD) on a cluster of 2 separate species, C6H16O in total.

Calculated values
HOMO level = -10.61 eV
structure (SMILES) = CCCCCC.O

Bonds (Å) are listed after each position.
Cartesian coordinates (Å):
1 O 0.96 -2.39 2.57  H14 0.917, H19 1.003
2 C 0.62 0.47 0.12  C4 1.498, C5 1.514, H15 0.970, H21 1.125
3 C -1.89 2.09 0.36  C7 1.573, H17 1.099, H18 1.159, H20 1.114
4 C -0.70 -0.15 0.45  C2 1.498, C7 1.563, H12 1.117, H16 1.073
5 C 1.08 0.16 -1.29  C2 1.514, C6 1.614, H9 1.172, H23 1.136
6 C 1.71 -1.30 -1.60  C5 1.614, H8 1.098, H10 1.069, H22 1.023
7 C -1.96 0.59 -0.10  C3 1.573, C4 1.563, H11 1.140, H13 1.084
8 H 2.08 -1.77 -0.68  C6 1.098
9 H 1.88 0.93 -1.66  C5 1.172
10 H 2.50 -1.30 -2.31  C6 1.069
11 H -2.86 -0.02 0.22  C7 1.140
12 H -0.85 -0.12 1.56  C4 1.117
13 H -1.89 0.44 -1.17  C7 1.084
14 H 1.41 -2.52 1.78  O1 0.917
15 H 1.20 0.02 0.75  C2 0.970
16 H -0.96 -1.13 0.07  C4 1.073
17 H -1.01 2.38 0.95  C3 1.099
18 H -2.84 2.35 0.98  C3 1.159
19 H 1.46 -1.77 3.18  O1 1.003
20 H -1.87 2.92 -0.38  C3 1.114
21 H 0.58 1.57 0.36  C2 1.125
22 H 1.09 -1.94 -2.11  C6 1.023
23 H 0.30 0.50 -2.04  C5 1.136

Per-atom Mulliken charges, elementary charge units: atom 1 (O): -0.64, atom 2 (C): -0.53, atom 3 (C): -1.15, atom 4 (C): -0.58, atom 5 (C): -0.53, atom 6 (C): -1.10, atom 7 (C): -0.46, atom 8 (H): 0.19, atom 9 (H): 0.30, atom 10 (H): 0.40, atom 11 (H): 0.37, atom 12 (H): 0.23, atom 13 (H): 0.34, atom 14 (H): 0.30, atom 15 (H): 0.46, atom 16 (H): 0.32, atom 17 (H): 0.32, atom 18 (H): 0.27, atom 19 (H): 0.32, atom 20 (H): 0.30, atom 21 (H): 0.25, atom 22 (H): 0.35, atom 23 (H): 0.27



#ii
ORCA calculation (ωB97M-V/def2-TZVPD) on a cluster of 2 separate species, C6H16O in total.

Calculated values
HOMO level = -10.78 eV
structure (SMILES) = CCCCCC.O

Bonds (Å) are listed after each position.
Cartesian coordinates (Å):
1 O -4.53 0.41 -0.42  H11 0.963, H23 0.967
2 C -1.08 0.55 -0.11  C6 1.524, C7 1.519, H16 1.106, H18 1.092
3 C 1.42 -0.17 -0.32  C5 1.514, C7 1.556, H12 1.096, H13 1.087
4 C 2.84 -0.96 1.67  C5 1.572, H14 1.086, H15 1.088, H22 1.083
5 C 2.29 0.26 0.84  C3 1.514, C4 1.572, H17 1.097, H21 1.084
6 C -1.57 0.55 -1.55  C2 1.524, H9 1.084, H10 1.096, H20 1.099
7 C -0.01 -0.49 0.18  C2 1.519, C3 1.556, H8 1.095, H19 1.095
8 H 0.06 -0.63 1.27  C7 1.095
9 H -2.48 1.05 -1.85  C6 1.084
10 H -0.78 0.86 -2.25  C6 1.096
11 H -3.81 1.05 -0.45  O1 0.963
12 H 1.72 -1.18 -0.60  C3 1.096
13 H 1.39 0.45 -1.22  C3 1.087
14 H 2.76 -1.14 2.74  C4 1.086
15 H 3.88 -0.99 1.37  C4 1.088
16 H -0.64 1.55 0.03  C2 1.106
17 H 1.71 0.83 1.58  C5 1.097
18 H -1.86 0.65 0.66  C2 1.092
19 H -0.41 -1.46 -0.15  C7 1.095
20 H -1.64 -0.50 -1.88  C6 1.099
21 H 3.15 0.87 0.57  C5 1.084
22 H 2.34 -1.82 1.25  C4 1.083
23 H -4.76 0.27 -1.35  O1 0.967

Per-atom Mulliken charges, elementary charge units: atom 1 (O): -0.63, atom 2 (C): -0.30, atom 3 (C): -0.73, atom 4 (C): -1.02, atom 5 (C): -0.62, atom 6 (C): -1.28, atom 7 (C): -0.92, atom 8 (H): 0.36, atom 9 (H): 0.37, atom 10 (H): 0.31, atom 11 (H): 0.34, atom 12 (H): 0.31, atom 13 (H): 0.43, atom 14 (H): 0.34, atom 15 (H): 0.27, atom 16 (H): 0.23, atom 17 (H): 0.29, atom 18 (H): 0.42, atom 19 (H): 0.48, atom 20 (H): 0.29, atom 21 (H): 0.44, atom 22 (H): 0.29, atom 23 (H): 0.33



Most stable: #ii. Least stable: #i.